(1)
A single C4H6N2O3S molecule in a non-equilibrium geometry. Source: the OMol25 dataset; level of theory: ωB97M-V/def2-TZVPD.

```
16
Properties=species:S:1:pos:R:3:forces:R:3:nbo_charge:R:1
C 1.881615 1.443171 -0.048559 0.83 1.23 1.12 0.8831
C 0.728014 -0.697302 -0.531851 3.84 1.41 -0.16 0.8188
C -2.787680 -0.806953 0.525118 0.38 1.75 -2.09 -0.6213
C -1.549219 -0.184551 -0.225079 -2.76 2.84 -1.29 -0.0718
N 2.981923 0.695389 0.264911 2.37 0.64 1.36 -0.8532
N 1.831978 -1.406817 -0.498791 -4.45 0.24 -0.10 -0.7017
O 1.780947 2.610435 0.210048 -0.15 0.02 -0.14 -0.5780
O 0.827788 0.787499 -0.574211 -0.57 -2.48 -0.44 -0.5448
O -0.535262 -1.068011 -0.641751 1.41 -1.19 0.17 -0.4710
S 3.326083 -0.717530 -0.584661 -0.18 -0.25 -0.40 0.6481
H -3.375935 -1.457967 -0.141788 -0.03 0.64 0.14 0.2167
H -2.503123 -1.419558 1.313624 0.73 -0.90 1.70 0.2128
H -3.349637 0.100648 0.918526 0.40 -1.37 -0.62 0.2251
H -1.124453 0.622610 0.380436 -0.08 -0.43 0.04 0.2058
H -1.965231 0.423948 -1.202908 1.02 -1.69 2.22 0.1839
H 3.832190 1.074986 0.836932 -2.76 -0.46 -1.50 0.4476
```
Forces are in eV/Å.

## Properties
Orbital gap   9.0 eV
SMILES string   CCOC1=NSNC(=O)O1
Total charge   0

(2)
A single C4H6N2OS molecule in a non-equilibrium geometry. Source: the OMol25 dataset; level of theory: ωB97M-V/def2-TZVPD.

```
14
Properties=species:S:1:pos:R:3:forces:R:3:nbo_charge:R:1
C -0.508886 -0.313421 -2.470124 -0.89 -0.45 -1.29 -0.6876
C 0.030625 0.048272 -1.161895 0.41 0.50 0.66 0.5502
C 1.204398 0.727913 0.498127 0.42 0.24 0.51 0.2000
C -0.356843 -0.199844 2.280916 -0.29 0.13 1.10 -0.4347
H 0.172943 -0.083078 -3.299485 -0.05 0.29 0.59 0.2602
H -0.668585 -1.404097 -2.545766 -0.18 0.47 0.28 0.2472
H -1.474854 0.211119 -2.658164 0.62 -0.46 0.17 0.2502
H -1.050699 0.645416 2.534979 0.47 -0.84 -0.13 0.2123
H 0.498242 -0.182134 2.979655 -0.41 0.11 -0.37 0.2600
H -0.848609 -1.192416 2.373024 0.21 0.77 -0.22 0.2256
N 1.071766 0.751444 -0.901054 0.13 -0.32 0.36 -0.4738
N 0.181240 -0.027234 0.974429 0.54 0.27 -0.30 -0.1125
O -0.628349 -0.403082 -0.065296 -0.40 -0.47 -0.84 -0.2875
S 2.377611 1.421144 1.460654 -0.55 -0.23 -0.52 -0.2097
```
Forces are in eV/Å.

## Properties
Orbital gap   8.8 eV
SMILES string   Cc1nc(=S)n(C)o1
Total charge   0

(3)
2 unconnected molecules or ions with the total composition C4H6N2OS in a non-equilibrium geometry. Source: the OMol25 dataset; level of theory: ωB97M-V/def2-TZVPD.

```
14
Properties=species:S:1:pos:R:3:forces:R:3:nbo_charge:R:1
C 0.810617 1.127488 0.085256 0.69 0.08 -0.42 0.1661
C 0.345577 -0.212005 0.478509 0.19 -0.97 -0.15 0.3372
C 0.017291 2.363807 0.244315 0.08 0.16 0.03 -0.6499
C -1.866112 -2.457493 -0.512830 0.04 0.19 0.07 -0.4953
N 1.965983 1.092138 -0.475731 -0.18 1.05 0.18 -0.5488
N 1.237179 -1.230642 0.046655 0.03 -1.01 -1.59 -0.3275
O 1.004752 -0.913902 1.447110 -0.14 0.73 1.52 -0.3357
S 2.619525 -0.417156 -0.610431 -0.45 -0.30 0.32 0.6417
H 0.659454 3.226055 0.082671 -0.06 0.03 0.01 0.2415
H -0.423817 2.402346 1.237774 -0.07 0.06 0.06 0.2318
H -0.788127 2.375297 -0.488419 -0.12 0.03 -0.01 0.2387
H -1.163903 -3.161050 -0.122468 0.25 -0.22 0.13 0.1721
H -1.857575 -2.218969 -1.555133 -0.01 0.07 -0.31 0.1640
H -2.560846 -1.975919 0.142717 -0.23 0.11 0.17 0.1643
```
Forces are in eV/Å.

## Properties
Orbital gap (spin up / spin down)   7.8 / 9.0 eV
Total charge   0

(4)
A single C4H6N2OS molecule in a non-equilibrium geometry. Source: the OMol25 dataset; level of theory: ωB97M-V/def2-TZVPD.

```
14
Properties=species:S:1:pos:R:3:forces:R:3:nbo_charge:R:1
C 0.681543 -0.279383 -0.804132 1.37 -0.98 -0.23 0.1673
C 0.061156 0.123736 0.361074 -1.10 0.01 -1.74 -0.3881
C 0.774583 0.244218 1.602847 1.18 0.44 0.58 0.4085
C -1.353577 0.586030 0.236899 -0.67 0.35 0.85 0.1445
H 2.535917 -0.454263 -0.087740 0.49 -0.01 0.37 0.4350
H 2.406241 -0.838043 -1.762197 0.53 -0.31 -1.41 0.3937
H 0.174441 -0.433422 -1.755764 -0.42 0.41 0.35 0.2027
H 0.076639 0.441348 2.478162 1.09 -0.15 -0.50 0.1577
H -3.169162 0.268670 -0.690827 1.02 -0.15 0.24 0.4124
H -2.052787 -0.990394 -0.868303 0.54 -1.93 -0.53 0.3837
N 1.988360 -0.641222 -0.906559 -1.93 0.90 1.72 -0.7425
N -2.198195 -0.067425 -0.619080 -0.52 2.28 0.62 -0.7857
O 2.019899 0.159623 1.677654 -2.15 -0.08 0.27 -0.5998
S -1.945057 1.880526 1.137968 0.55 -0.78 -0.57 -0.1894
```
Forces are in eV/Å.

## Properties
Orbital gap   8.4 eV
SMILES string   N/C=C(\C=O)C(N)=S
Total charge   0

(5)
A single C4H6N2OS molecule in a non-equilibrium geometry. Source: the OMol25 dataset; level of theory: ωB97M-V/def2-TZVPD.

```
14
Properties=species:S:1:pos:R:3:forces:R:3:nbo_charge:R:1
C 0.178333 -0.636734 -0.678044 3.26 -7.08 -3.66 0.1628
C -0.281993 0.309943 0.048820 -2.26 3.59 2.38 -0.3879
C -1.643574 0.698753 -0.200658 -2.45 -2.41 -2.26 0.4087
C 0.412957 0.637827 1.290620 2.11 -0.08 -0.62 0.1114
H -1.237305 -0.838484 -2.074370 0.69 -1.13 0.13 0.4419
H 0.130207 -1.962426 -2.266517 0.97 -0.81 -0.75 0.3858
H 1.144252 -1.107690 -0.287037 -1.21 0.60 -0.99 0.1941
H -2.257717 1.261760 0.504223 0.42 0.45 0.08 0.1760
H 2.191574 0.903478 2.132083 0.36 -0.07 0.32 0.4067
H 2.564470 0.507512 0.420655 -3.32 0.48 2.59 0.4128
N -0.434921 -1.400081 -1.704234 -0.34 3.67 2.37 -0.7746
N 1.799706 0.610775 1.260367 1.65 -0.16 -2.44 -0.8114
O -2.257282 0.135685 -1.171600 0.78 2.57 2.31 -0.6016
S -0.308707 0.879682 2.725694 -0.67 0.39 0.54 -0.1247
```
Forces are in eV/Å.

## Properties
Orbital gap   8.8 eV
SMILES string   N/C=C(\C=O)C(N)=S
Total charge   0

(6)
A single C4H6N2OS molecule in a non-equilibrium geometry. Source: the OMol25 dataset; level of theory: ωB97M-V/def2-TZVPD.

```
14
Properties=species:S:1:pos:R:3:forces:R:3:nbo_charge:R:1
C -0.786975 0.452365 -0.322090 -0.36 -0.52 -0.03 -0.3801
C -2.085648 0.621344 -0.063343 0.26 0.02 0.27 0.5579
C 0.029347 1.626297 -0.073644 1.43 0.10 -1.30 0.6651
C -0.314098 -0.761675 -1.135314 -2.89 -1.35 0.41 -0.6011
N 1.416287 1.471808 -0.355564 1.10 0.61 0.15 -0.8116
N -3.252570 0.859521 0.072758 1.15 0.47 -1.86 -0.5967
O -0.304223 2.794520 -0.010100 -0.98 -0.39 0.67 -0.5925
S 2.761225 0.448027 0.046562 -1.08 0.56 0.68 0.1757
H 0.058367 -1.624090 -0.530344 -0.67 0.61 -0.22 0.2228
H 0.469370 -0.609189 -1.832557 0.56 0.90 -0.68 0.2313
H -1.294777 -1.055133 -1.737766 2.28 0.05 1.11 0.2173
H 1.646449 2.438716 -0.597830 0.74 -0.52 0.27 0.4041
H -3.790739 0.843125 0.882440 -0.92 -0.46 1.63 0.4029
H 3.110471 0.813466 1.359234 -0.62 -0.09 -1.12 0.1050
```
Forces are in eV/Å.

## Properties
Orbital gap   9.6 eV
SMILES string   CC(=C=N)C(=O)NS
Total charge   0

These records have relative energy (zero: lowest compared OMol25 entry of this formula, charge and spin) values of 66.3, 248.8, 821.1, 140.7, 254.8, 329.7 kJ/mol, in the order they appear.